A 2-piece molecular cluster, CH6N2O2 overall at a distorted geometry, computed with wB97M-V/def2-TZVPD.

## Properties
- Frontier orbital gap: 9.5 eV
- ΔE to the lowest compared entry with this formula, charge and spin: 7.354 eV
- Calculated total energy: -8203.5214 eV
- Net charge: 0
- HOMO: -8.8 eV

Last column: Löwdin charge in e.
CARTESIAN COORDINATES (ANGSTROEM)
C -0.861 0.557 -0.018  -0.02
N -0.995 -0.859 0.498  -0.20
N -0.434 -1.792 0.062  0.09
O 2.345 -0.303 -0.284  -0.16
O 1.547 -0.783 -1.365  -0.21
H -1.733 0.984 0.304  0.05
H -0.040 0.975 0.541  0.09
H -0.747 0.670 -1.023  0.06
H -1.764 -0.779 1.289  0.17
H 0.751 -1.388 -0.882  0.05
H 3.297 -0.283 -0.480  0.08

***

A 3-piece molecular cluster, C3H3O4P overall at a distorted geometry, computed with wB97M-V/def2-TZVPD.

## Properties
- Frontier orbital gap (alpha / beta): 4.9 / 4.9 eV
- ΔE to the lowest compared entry with this formula, charge and spin: 5.549 eV
- Calculated total energy: -20632.9345 eV
- Net charge: -2
- HOMO (alpha / beta): 1.9 / 1.9 eV

Last column: Löwdin charge in e.
CARTESIAN COORDINATES (ANGSTROEM)
C -0.140 0.867 1.349  -0.09
C -1.152 -0.828 0.658  -0.39
C 2.236 0.289 -0.384  -0.21
O -2.490 1.243 -0.942  -0.52
O -3.224 -1.192 -0.977  -0.53
O -1.131 -1.751 1.459  -0.12
O 0.732 1.311 0.697  -0.14
P -2.666 -0.035 -0.176  0.36
H 2.011 -0.159 -1.407  -0.11
H 2.650 -0.599 0.234  -0.10
H 3.174 0.854 -0.512  -0.15

***

C39H40F3N3O3PPtSe as an isolated structure at a distorted geometry, computed with wB97M-V/def2-TZVPD.

## Properties
- Frontier orbital gap: 6.1 eV
- ΔE to the lowest compared entry with this formula, charge and spin: 0.534 eV
- Calculated total energy: -137743.8620 eV
- Net charge: -1
- HOMO: -3.6 eV

Last column: Löwdin charge in e.
CARTESIAN COORDINATES (ANGSTROEM)
Pt 0.461 0.887 -0.334  0.79
C 0.056 3.874 -1.224  -0.08
C -0.877 4.185 -0.064  -0.37
C -0.084 4.578 1.177  -0.05
C -1.833 3.010 0.167  -0.29
C -2.900 3.300 1.216  -0.07
O -3.053 2.063 1.916  0.00
C -2.004 1.285 1.583  -0.30
N -1.235 1.733 0.668  -0.03
C -1.994 0.001 2.325  -0.10
C -3.000 -0.143 3.288  -0.01
C -3.104 -1.283 4.056  -0.06
C -2.193 -2.315 3.885  -0.06
C -1.196 -2.181 2.940  -0.12
C -1.081 -1.040 2.142  -0.29
P 0.293 -1.053 0.946  1.01
C 1.677 -1.573 2.040  -0.31
C 1.678 -1.191 3.383  -0.09
C 2.770 -1.457 4.193  -0.08
C 3.880 -2.111 3.678  -0.10
C 3.885 -2.503 2.348  -0.09
C 2.795 -2.232 1.535  -0.08
C -0.095 -2.513 -0.091  -0.31
C 0.794 -2.869 -1.108  -0.09
C 0.508 -3.916 -1.967  -0.07
C -0.682 -4.618 -1.843  -0.09
C -1.582 -4.260 -0.853  -0.10
C -1.293 -3.214 0.012  -0.09
H 0.777 4.670 -1.404  0.09
H -0.481 3.636 -2.142  0.07
H 0.619 2.966 -0.941  0.02
H -1.530 5.021 -0.357  0.14
H 0.421 3.709 1.592  0.06
H -0.711 5.005 1.962  0.07
H 0.669 5.323 0.915  0.08
H -2.295 2.752 -0.793  0.07
H -3.866 3.566 0.789  0.13
H -2.591 4.055 1.941  0.12
H -3.690 0.668 3.446  0.12
H -3.889 -1.360 4.797  0.10
H -2.252 -3.213 4.485  0.10
H -0.476 -2.980 2.813  0.12
H 0.830 -0.668 3.801  0.10
H 2.751 -1.137 5.227  0.10
H 4.735 -2.316 4.311  0.09
H 4.744 -3.014 1.932  0.10
H 2.834 -2.533 0.501  0.08
H 1.697 -2.303 -1.268  0.08
H 1.206 -4.159 -2.757  0.11
H -0.915 -5.424 -2.527  0.10
H -2.531 -4.773 -0.767  0.10
H -2.032 -2.930 0.748  0.10
C -1.410 -2.095 -7.761  -0.07
C -1.452 -1.473 -6.391  -0.29
C -2.232 -2.008 -5.379  -0.04
C -2.294 -1.437 -4.111  -0.31
C -3.195 -2.056 -3.081  -0.11
C -1.546 -0.285 -3.832  -0.53
Se -1.659 0.503 -2.093  0.73
C -0.769 0.284 -4.857  -0.30
C -0.017 1.566 -4.643  -0.09
C -0.731 -0.320 -6.106  -0.03
H -1.834 -3.100 -7.748  0.07
H -0.388 -2.165 -8.135  0.07
H -1.981 -1.506 -8.483  0.07
H -2.811 -2.907 -5.573  0.10
H -3.525 -3.044 -3.405  0.07
H -4.075 -1.431 -2.911  0.07
H -2.688 -2.137 -2.118  0.02
H 0.593 1.526 -3.747  0.04
H -0.716 2.395 -4.503  0.07
H 0.620 1.786 -5.501  0.07
H -0.120 0.129 -6.883  0.11
F 3.050 -0.356 -0.713  0.01
C 2.091 0.376 -1.350  -0.72
F 2.748 1.514 -1.749  0.02
F 1.895 -0.324 -2.518  0.00
C 4.575 1.949 2.904  -0.03
N 3.208 1.985 3.376  -0.06
C 2.911 2.127 4.697  -0.10
C 1.646 2.107 5.144  -0.02
C 0.568 1.881 4.176  -0.55
O -0.612 1.788 4.542  -0.02
N 0.908 1.760 2.864  0.15
C 2.169 1.853 2.436  -0.55
O 2.510 1.799 1.246  -0.04
H 5.228 2.327 3.691  0.08
H 4.673 2.563 2.010  0.09
H 4.871 0.929 2.645  0.09
H 3.764 2.255 5.355  0.11
H 1.409 2.230 6.189  0.09

***

One molecule with the formula C6H16N2 at a distorted geometry, computed with wB97M-V/def2-TZVPD.

## Properties
- Frontier orbital gap: 9.8 eV
- ΔE to the lowest compared entry with this formula, charge and spin: 1.564 eV
- Calculated total energy: -9460.5099 eV
- Net charge: 0
- HOMO: -8.7 eV
- SMILES: CCC[C@H](N)CNC

Last column: Löwdin charge in e.
CARTESIAN COORDINATES (ANGSTROEM)
C -0.384 2.968 -0.820  -0.11
C -0.896 1.676 -1.449  -0.27
C 0.072 0.492 -1.474  -0.19
C -0.284 -0.746 -0.592  -0.34
N -1.773 -0.894 -0.583  0.02
C 0.244 -0.541 0.864  -0.21
N 1.258 -1.553 1.150  -0.14
C 1.664 -1.619 2.583  -0.12
H 0.232 2.609 0.028  0.06
H -1.214 3.474 -0.326  0.07
H 0.286 3.537 -1.446  0.07
H -1.887 1.352 -1.141  0.09
H -1.016 1.892 -2.528  0.10
H 1.109 0.772 -1.196  0.11
H 0.294 0.121 -2.473  0.10
H 0.089 -1.675 -1.022  0.13
H -1.927 -1.889 -0.632  0.06
H -2.151 -0.624 0.315  0.06
H 0.603 0.493 0.969  0.11
H -0.535 -0.826 1.584  0.11
H 2.091 -1.342 0.611  0.10
H 0.860 -1.219 3.189  0.07
H 1.837 -2.674 2.791  0.07
H 2.572 -1.030 2.764  0.07

***

Q: Among the records above, which one has the lowest ΔE to the lowest compared entry with this formula, charge and spin?
A: C39H40F3N3O3PPtSe